1.
{
  "formula": "C33H44O33",
  "method": "ωB97M-V/def2-TZVPD",
  "e_above_lowest_kcal_mol": 21.55,
  "multiplicity": 2,
  "total_energy_ha": -3766.3187,
  "charge": 1,
  "homo_ha": [-0.4580, -0.4580],
  "s_squared": 0.754,
  "elements": ["C", "C", "O", "C", "O", "O", "H", "H", "H", "H", "C", "C", "O", "C", "O", "O", "H", "H", "H", "H", "C", "C", "O", "C", "O", "O", "H", "H", "H", "H", "C", "C", "O", "C", "O", "O", "H", "H", "H", "H", "C", "C", "O", "C", "O", "O", "H", "H", "H", "H", "C", "C", "O", "C", "O", "O", "H", "H", "H", "H", "C", "C", "O", "C", "O", "O", "H", "H", "H", "H", "C", "C", "O", "C", "O", "O", "H", "H", "H", "H", "C", "C", "O", "C", "O", "O", "H", "H", "H", "H", "C", "C", "O", "C", "O", "O", "H", "H", "H", "H", "C", "C", "O", "C", "O", "O", "H", "H", "H", "H"],
  "coordinates": [[-2.090, 0.087, 5.384], [-2.226, 1.479, 5.982], [-3.568, 1.866, 5.883], [-4.298, 0.854, 5.429], [-5.522, 0.929, 5.338], [-3.477, -0.189, 5.174], [-1.535, -0.650, 5.964], [-1.576, 0.212, 4.431], [-1.673, 2.088, 5.267], [-1.786, 1.509, 6.979], [1.007, -4.529, -1.306], [0.658, -3.744, -2.595], [1.497, -4.443, -3.555], [1.705, -5.637, -3.154], [2.016, -6.540, -3.823], [1.179, -5.788, -1.881], [0.177, -4.382, -0.615], [1.835, -4.189, -0.684], [0.962, -2.724, -2.363], [-0.385, -3.790, -2.909], [5.294, 1.642, -0.369], [5.561, 1.063, 1.020], [6.809, 0.413, 0.928], [7.445, 0.770, -0.201], [8.641, 0.685, -0.451], [6.567, 1.539, -0.964], [4.784, 2.591, -0.198], [4.628, 0.910, -0.825], [4.761, 0.349, 1.215], [5.573, 1.860, 1.763], [0.413, 0.910, -5.685], [0.358, 2.318, -5.200], [-0.199, 2.062, -3.902], [-0.716, 0.794, -3.807], [-1.500, 0.460, -2.886], [-0.439, 0.077, -4.891], [1.472, 0.657, -5.623], [0.160, 0.801, -6.739], [-0.301, 2.835, -5.897], [1.409, 2.584, -5.096], [-0.183, 0.202, 1.224], [-0.683, -0.959, 0.400], [0.413, -1.826, 0.368], [1.468, -1.193, 0.886], [2.580, -1.616, 0.927], [1.127, -0.028, 1.389], [-0.801, 0.246, 2.121], [-0.263, 1.069, 0.569], [-0.997, -0.678, -0.605], [-1.500, -1.488, 0.891], [3.758, -5.333, 0.555], [2.876, -4.973, 1.729], [3.416, -5.767, 2.806], [4.459, -6.521, 2.328], [5.093, -7.332, 3.080], [4.769, -6.128, 1.170], [4.196, -4.627, -0.150], [3.208, -6.043, -0.061], [1.806, -5.174, 1.685], [3.117, -3.977, 2.099], [-5.299, -1.505, -1.536], [-4.489, -1.765, -2.710], [-3.797, -2.920, -2.375], [-3.684, -3.076, -1.048], [-2.881, -3.706, -0.411], [-4.701, -2.382, -0.493], [-6.232, -2.058, -1.642], [-5.376, -0.441, -1.309], [-3.708, -1.006, -2.738], [-4.897, -1.756, -3.721], [4.555, -1.966, 3.311], [5.817, -1.634, 3.994], [6.784, -1.986, 2.918], [6.201, -2.576, 1.927], [6.738, -3.089, 0.947], [4.924, -2.603, 2.095], [3.869, -1.134, 3.148], [4.093, -2.503, 4.139], [6.016, -2.207, 4.899], [5.813, -0.551, 4.121], [-3.530, 2.450, -1.193], [-3.236, 2.906, -2.737], [-4.119, 4.031, -2.823], [-4.855, 4.214, -1.814], [-5.669, 5.117, -1.762], [-4.344, 3.442, -0.739], [-2.651, 2.159, -0.618], [-4.121, 1.534, -1.186], [-3.497, 2.153, -3.480], [-2.175, 3.135, -2.839], [-0.352, 6.910, -2.085], [-0.229, 5.961, -3.274], [-0.414, 4.678, -2.753], [-0.405, 4.639, -1.458], [-0.543, 3.642, -0.784], [-0.307, 5.881, -1.071], [-1.196, 7.582, -2.241], [0.548, 7.499, -1.910], [0.730, 6.087, -3.776], [-0.923, 6.329, -4.030], [-4.746, 3.388, 2.288], [-5.912, 2.675, 1.770], [-5.489, 1.355, 1.556], [-4.211, 1.246, 2.024], [-3.552, 0.228, 2.000], [-3.873, 2.366, 2.652], [-5.054, 3.858, 3.222], [-4.126, 4.002, 1.635], [-6.241, 3.208, 0.878], [-6.730, 2.599, 2.486]]
}

***

2.
{
  "formula": "C5H10OS",
  "method": "ωB97M-V/def2-TZVPD",
  "e_above_lowest_kcal_mol": 128.74,
  "total_energy_ha": -669.7313,
  "homo_ha": -0.3019,
  "elements": ["C", "C", "C", "C", "C", "O", "S", "H", "H", "H", "H", "H", "H", "H", "H", "H", "H"],
  "coordinates": [[-1.931, 1.115, -1.330], [2.428, -1.215, -0.217], [-1.773, 0.744, -0.091], [-1.745, 0.265, 1.129], [2.129, 0.463, 1.649], [1.179, 1.346, -0.757], [1.252, -0.105, 0.098], [-2.882, 1.712, -1.470], [-1.232, 0.896, -2.115], [3.374, -0.853, -0.233], [2.273, -1.890, -0.989], [0.326, 1.511, -0.693], [-2.494, -0.631, 1.221], [-1.164, 0.567, 2.010], [1.902, 1.452, 1.800], [1.976, -0.152, 2.531], [3.150, 0.400, 1.422]]
}

***

3.
{
  "formula": "C9H10NS",
  "method": "ωB97M-V/def2-TZVPD",
  "multiplicity": 3,
  "total_energy_ha": -801.4905,
  "charge": 1,
  "homo_ha": [-0.4358, -0.4900],
  "s_squared": 2.037,
  "elements": ["C", "C", "C", "C", "C", "C", "C", "C", "C", "N", "S", "H", "H", "H", "H", "H", "H", "H", "H", "H", "H"],
  "coordinates": [[-3.116, 0.506, 0.815], [-2.755, -0.775, 0.514], [-2.190, 1.534, 0.771], [-1.381, -1.044, 0.173], [-0.839, 1.266, 0.601], [-0.472, 0.021, 0.231], [1.552, -1.337, 0.564], [1.671, 0.400, -1.128], [3.053, 0.024, -1.302], [0.948, -0.279, -0.048], [0.986, 1.649, -1.886], [-4.185, 0.645, 0.992], [-3.392, -1.645, 0.660], [-2.587, 2.453, 1.093], [-1.147, -2.018, -0.258], [0.084, 2.093, 0.549], [2.534, -1.667, 0.337], [0.992, -1.615, 1.552], [3.565, 0.110, -0.461], [3.172, -1.017, -1.663], [3.508, 0.696, -2.106]]
}